Entry 1:
C3H10NO2 as an isolated structure in a non-equilibrium geometry, computed with ωB97M-V with the def2-TZVPD basis set.

HOMO-LUMO gap (alpha / beta) (eV): 11.0 / 5.8
Total energy (eV): -8852.70033
Spin multiplicity: 2
E_HOMO (alpha / beta) (eV): -10.114 / -9.581
Relative energy (zero: lowest compared OMol25 entry of this formula, charge and spin) (kcal per mole): 71.84
M (g/mol): 92.12
Net charge: 0

Structure (XYZ):
```
16
Properties=species:S:1:pos:R:3:forces:R:3
C 1.8793 -0.5068 0.0909 -1.6220 2.5158 3.1362
N 0.8107 -1.4742 -0.0352 -2.5595 2.2992 -1.4355
C -0.6066 -0.9431 0.6507 2.2291 -2.2845 0.3547
O -1.4159 -0.2762 -0.2000 0.4200 -0.5433 0.4770
C 1.8679 0.6976 -0.8456 -2.9642 -0.8533 -1.1476
H 2.7383 -1.0097 -0.0567 3.1526 -1.8894 -0.1433
H 1.8210 -0.0936 1.1761 0.7012 -0.6409 -1.6372
H 0.7807 -1.2339 -1.0726 -1.5863 -1.7915 0.9889
H -0.9616 -1.8853 1.2263 -0.3836 0.9657 -1.7486
H -0.2994 -0.4184 1.5643 0.3221 0.8959 -0.4484
H 1.2929 0.6180 -1.8684 2.1555 -0.5646 1.1996
H 1.0986 1.2722 -0.4383 -1.2141 1.6547 1.0926
H 2.7380 1.2788 -0.7473 1.2725 0.5355 -0.6596
H -2.0925 2.2705 -0.4706 0.1964 0.9400 -1.4250
H -1.7595 0.8173 0.1633 -1.0663 1.3299 0.4254
O -2.3185 1.9284 0.3743 0.9466 -2.5690 0.9708
```
Positions in Å, forces in eV/Å.

Atomic partial charges in e from the Mulliken method, atoms 1 to 8:
1. C -0.508
2. N -0.410
3. C -0.167
4. O -0.414
5. C -1.039
6. H 0.404
7. H 0.291
8. H 0.244

***

Entry 2:
A 2-piece molecular cluster, C30H36N3O2 overall in a non-equilibrium geometry, computed with ωB97M-V with the def2-TZVPD basis set.

HOMO-LUMO gap (eV): 5.0
Total energy (eV): -40253.42503
E_HOMO (eV): -9.732
Relative energy (zero: lowest compared OMol25 entry of this formula, charge and spin) (kcal per mole): 0.00
M (g/mol): 470.64
Net charge: +1

Structure (XYZ):
```
71
Properties=species:S:1:pos:R:3:forces:R:3
C -4.6652 2.4266 -5.0403 -0.0290 0.1140 -0.1227
O -4.7696 1.3911 -4.0956 1.1978 -1.2533 0.4397
C -3.6430 0.5509 -3.9831 -0.6327 0.4788 0.0438
C -3.7246 -0.4769 -3.0439 -0.4442 0.5494 -0.2054
C -2.6824 -1.3505 -2.8451 0.4078 0.0635 -0.1058
C -1.5042 -1.2299 -3.5768 -0.0887 -0.0910 -0.4767
N -0.4493 -2.1316 -3.3871 0.7563 -0.3300 0.4794
C -1.4139 -0.1994 -4.5119 0.2180 -0.6041 0.4718
C -2.4608 0.6735 -4.7151 -0.8328 0.4901 0.0693
H -5.5886 3.0064 -5.0128 0.0667 -0.1728 0.1031
H -3.8301 3.0804 -4.7902 0.0988 0.1556 -0.1263
H -4.5402 2.0073 -6.0380 0.0733 0.1243 -0.1949
H -4.6370 -0.5682 -2.4817 -0.2075 -0.0720 0.1557
H -2.7664 -2.1399 -2.1204 -0.1443 -0.2743 0.2290
H 0.2892 -2.1825 -4.0737 -0.2874 0.3001 -0.0962
H -0.6438 -3.0575 -3.0322 -0.4329 0.2585 -0.1677
H -0.5058 -0.1039 -5.0801 0.1849 0.1127 -0.2444
H -2.3691 1.4525 -5.4511 0.1196 0.1129 -0.1458
C 2.0998 2.5709 4.4846 0.2057 -0.4063 -0.1245
N 1.2626 1.9926 3.4463 -1.0480 -0.0034 -0.8702
C 0.0664 2.5715 3.0776 0.6636 -0.3337 0.3955
O -0.4336 3.5722 3.5447 0.3530 -0.7211 -0.4036
C -0.5116 1.7116 1.9609 -0.8478 -0.4954 -0.5003
C -0.6531 2.4980 0.6508 0.2739 -0.0215 -0.3674
C -1.5767 3.6833 0.7393 -0.0209 0.1298 0.1185
C -1.0953 4.9694 0.5378 0.1074 -0.3142 -0.0036
C -1.9276 6.0624 0.6681 0.1235 0.1649 -0.0559
C -3.2537 5.8866 1.0022 -0.0998 0.2027 0.0550
C -3.7494 4.6123 1.1849 -0.1956 -0.1785 0.0782
C -2.9188 3.5176 1.0483 0.1756 -0.0939 -0.0525
N 0.4053 0.5361 1.8101 -0.4030 -0.7340 -0.6650
C 0.1890 -0.5240 0.9761 0.3178 2.6774 1.8885
C 1.0538 -1.5918 0.8764 0.8420 -1.4373 -0.3638
C 0.9236 -2.6872 0.0450 -0.0528 1.0973 0.6481
C 1.8616 -3.7605 -0.0101 0.5610 -0.5922 -0.0046
C 1.6623 -4.8405 -0.8927 0.0005 0.3090 0.1996
C 2.5573 -5.8851 -0.9567 -0.0626 0.0466 -0.0194
C 3.6920 -5.9079 -0.1502 -0.0651 0.0159 -0.0254
C 4.6547 -7.0447 -0.2221 0.3069 -0.1289 0.1359
C 3.9045 -4.8460 0.7250 -0.0801 0.1227 0.0235
C 3.0163 -3.7977 0.7975 -0.2305 -0.0373 -0.1880
C 1.5591 0.6990 2.7672 0.3407 0.4506 0.6000
C 2.8813 0.8309 2.0196 -0.0028 0.0316 -0.2300
C 1.5496 -0.3984 3.8287 -0.1858 -0.1682 -0.0075
H 1.6827 3.5234 4.8082 -0.1548 -0.1424 -0.1926
H 2.1565 1.8991 5.3395 0.0191 0.0524 0.1314
H 3.1051 2.7372 4.1008 0.0618 0.0782 0.0424
H -1.4909 1.3344 2.2850 0.1404 0.1542 -0.0581
H 0.3450 2.8348 0.3475 -0.0685 -0.0174 0.0375
H -0.9992 1.8247 -0.1412 -0.0099 -0.0808 0.0999
H -0.0575 5.1040 0.2819 0.2360 0.0979 -0.0161
H -1.5361 7.0550 0.5207 0.0761 0.1588 -0.0370
H -3.8964 6.7429 1.1311 -0.0937 0.0876 -0.0186
H -4.7842 4.4727 1.4499 -0.1753 -0.0529 0.0079
H -3.3055 2.5210 1.1849 -0.2010 -0.2086 0.0718
H -0.6979 -0.5141 0.3723 -0.4617 0.3354 -0.1508
H 1.9209 -1.5661 1.5001 0.1712 -0.0356 0.0998
H 0.0786 -2.7342 -0.6162 -0.3620 -0.0175 -0.2885
H 0.7914 -4.8384 -1.5248 -0.2206 -0.0420 -0.1639
H 2.3880 -6.7038 -1.6373 -0.0919 -0.0994 -0.1313
H 5.4812 -6.9087 0.4770 -0.0660 -0.0014 -0.0519
H 4.1665 -7.9889 0.0235 -0.0392 0.0075 -0.0676
H 5.0799 -7.1373 -1.2225 -0.0691 -0.0226 -0.0257
H 4.7817 -4.8562 1.3512 0.1114 0.0524 0.1187
H 3.2120 -2.9951 1.4848 0.1385 0.1224 0.1891
H 2.8376 1.6947 1.3584 -0.0039 0.0493 -0.0229
H 3.7110 0.9739 2.7101 -0.0864 -0.0286 0.0930
H 3.1032 -0.0389 1.4088 0.0709 -0.0436 0.0148
H 0.6104 -0.3570 4.3786 -0.0419 0.0069 0.0252
H 1.6394 -1.3944 3.4062 0.0733 -0.0454 0.0235
H 2.3620 -0.2634 4.5412 0.0467 0.0902 -0.0971
```
Positions in Å, forces in eV/Å.

Atomic partial charges in e from the Mulliken method, atoms 1 to 8:
1. C -0.815
2. O -0.419
3. C 0.576
4. C -0.824
5. C -0.287
6. C 0.648
7. N -0.454
8. C -0.833

***

Entry 3:
One molecule with the formula CH2O2S2 in a non-equilibrium geometry, computed with ωB97M-V with the def2-TZVPD basis set.

HOMO-LUMO gap (alpha / beta) (eV): 8.4 / 8.4
Total energy (eV): -26832.78213
E_HOMO (alpha / beta) (eV): -9.752 / -9.752
Relative energy (zero: lowest compared OMol25 entry of this formula, charge and spin) (kcal per mole): 29.32
M (g/mol): 110.16
Net charge: 0

Structure (XYZ):
```
7
Properties=species:S:1:pos:R:3:forces:R:3
C 1.1818 2.0335 -0.5861 0.5798 0.2416 2.0135
O 2.3305 -0.9208 -0.9274 0.9711 0.1637 0.4094
O 3.6512 -0.6470 1.1796 -0.6447 0.5314 -1.3907
S 0.7409 0.8543 0.4169 -0.9354 0.7145 -0.4550
S 3.0876 -0.0585 -0.0314 0.7252 -1.6619 0.8399
H 2.2338 2.3370 -0.4134 -0.5186 0.0950 -1.0357
H 0.5129 2.6726 -1.1338 -0.1775 -0.0844 -0.3814
```
Positions in Å, forces in eV/Å.

The natural (NBO) scheme yields these atomic charges, measured in e:
1. C -0.474
2. O -0.891
3. O -0.857
4. S 0.218
5. S 1.586
6. H 0.201
7. H 0.217